This record from OMol25 describes a cluster of 18 separate species, C54H108O18 in total in a non-equilibrium geometry. The level of theory is ωB97M-V with the def2-TZVPD basis set.

Each atom is followed by the atoms it is bonded to, with distances in Å.
Cartesian coordinates (Å):
1 C -4.1444 -4.8388 -1.9152  C2 1.489, H5 1.090, H6 1.090, H7 1.090
2 C -2.9693 -4.0450 -1.4624  C1 1.489, O3 1.257, C4 1.509
3 O -2.7181 -2.8857 -1.8772  C2 1.257
4 C -2.0904 -4.6947 -0.4214  C2 1.509, H8 1.090, H9 1.090, H10 1.090
5 H -4.8257 -5.0945 -1.1037  C1 1.090
6 H -3.7423 -5.7661 -2.3232  C1 1.090
7 H -4.7222 -4.2778 -2.6497  C1 1.090
8 H -1.6026 -3.9131 0.1610  C4 1.090
9 H -1.2522 -5.1987 -0.9026  C4 1.090
10 H -2.6572 -5.3688 0.2207  C4 1.090
11 C -9.3484 -4.7655 0.7742  C12 1.530, H15 1.090, H16 1.090, H17 1.090
12 C -7.9710 -4.6029 0.1283  C11 1.530, O13 1.222, C14 1.515
13 O -7.1250 -5.4844 0.1569  C12 1.222
14 C -7.5926 -3.1982 -0.2940  C12 1.515, H18 1.090, H19 1.090, H20 1.090
15 H -9.8548 -5.6899 0.4962  C11 1.090
16 H -10.0632 -3.9457 0.7033  C11 1.090
17 H -9.1695 -4.8166 1.8482  C11 1.090
18 H -8.3797 -2.4466 -0.2340  C14 1.090
19 H -7.4364 -3.3261 -1.3651  C14 1.090
20 H -6.7086 -2.8153 0.2158  C14 1.090
21 C 4.1121 2.5492 -0.0440  C22 1.458, H25 1.090, H26 1.090, H27 1.090
22 C 4.3262 3.3227 1.1738  C21 1.458, O23 1.263, C24 1.549
23 O 3.7509 4.4235 1.4046  C22 1.263
24 C 5.2415 2.6874 2.2505  C22 1.549, H28 1.090, H29 1.090, H30 1.090
25 H 4.6930 1.6278 -0.0829  C21 1.090
26 H 4.5782 3.2028 -0.7813  C21 1.090
27 H 3.0448 2.5108 -0.2619  C21 1.090
28 H 5.0089 1.6330 2.3993  C24 1.090
29 H 5.1945 3.1785 3.2224  C24 1.090
30 H 6.2757 2.7377 1.9101  C24 1.090
31 C -1.5861 -2.3045 4.1811  C32 1.536, H35 1.090, H36 1.090, H37 1.090
32 C -1.0780 -3.7519 4.1066  C31 1.536, O33 1.160, C34 1.529
33 O -1.4687 -4.5662 4.8350  C32 1.160
34 C -0.2919 -4.1966 2.8723  C32 1.529, H38 1.090, H39 1.090, H40 1.090
35 H -0.6902 -1.6836 4.1702  C31 1.090
36 H -2.1171 -2.1968 5.1269  C31 1.090
37 H -2.1957 -2.0833 3.3050  C31 1.090
38 H 0.7749 -4.1991 3.0963  C34 1.090
39 H -0.5400 -3.6024 1.9929  C34 1.090
40 H -0.5985 -5.2080 2.6054  C34 1.090
41 C 0.3021 3.6594 -2.7622  C42 1.526, H45 1.090, H46 1.090, H47 1.090
42 C 0.6022 3.5377 -4.2529  C41 1.526, O43 1.227, C44 1.463
43 O 1.7711 3.3544 -4.5773  C42 1.227
44 C -0.4686 3.7311 -5.2308  C42 1.463, H48 1.090, H49 1.090, H50 1.090
45 H -0.2142 2.7623 -2.4204  C41 1.090
46 H -0.3295 4.5348 -2.6108  C41 1.090
47 H 1.2180 3.6866 -2.1719  C41 1.090
48 H -0.9648 4.6591 -4.9467  C44 1.090
49 H -1.1741 2.9010 -5.2678  C44 1.090
50 H 0.0272 3.8001 -6.1991  C44 1.090
51 C 5.9949 4.2124 -4.1770  C52 1.500, H55 1.090, H56 1.090, H57 1.090
52 C 5.8456 2.8134 -3.6563  C51 1.500, O53 1.235, C54 1.546
53 O 6.8657 2.2033 -3.3212  C52 1.235
54 C 4.4630 2.1529 -3.4501  C52 1.546, H58 1.090, H59 1.090, H60 1.090
55 H 6.2784 4.9352 -3.4120  C51 1.090
56 H 5.0698 4.4660 -4.6946  C51 1.090
57 H 6.7979 4.2599 -4.9126  C51 1.090
58 H 3.9352 1.7499 -4.3144  C54 1.090
59 H 3.7529 2.8271 -2.9710  C54 1.090
60 H 4.5615 1.3746 -2.6934  C54 1.090
61 C -6.0729 0.7332 3.1999  C62 1.504, H65 1.090, H66 1.090, H67 1.090
62 C -5.6467 0.2490 4.5591  C61 1.504, O63 1.227, C64 1.511
63 O -6.2816 0.4630 5.5871  C62 1.227
64 C -4.3228 -0.4797 4.5772  C62 1.511, H68 1.090, H69 1.090, H70 1.090
65 H -5.3731 1.4784 2.8216  C61 1.090
66 H -7.0633 1.1884 3.2015  C61 1.090
67 H -6.0526 -0.0865 2.4818  C61 1.090
68 H -3.7221 -0.0201 3.7923  C64 1.090
69 H -4.4548 -1.5539 4.4481  C64 1.090
70 H -3.8906 -0.3001 5.5616  C64 1.090
71 C -1.0727 -1.0137 0.2371  C72 1.528, H75 1.090, H76 1.090, H77 1.090
72 C -0.6586 0.4297 -0.0448  C71 1.528, O73 1.199, C74 1.493
73 O -1.4366 1.2441 -0.4562  C72 1.199
74 C 0.7886 0.7834 0.0509  C72 1.493, H78 1.090, H79 1.090, H80 1.090
75 H -0.5112 -1.6628 -0.4349  C71 1.090
76 H -2.1518 -1.0893 0.1035  C71 1.090
77 H -0.8405 -1.3011 1.2625  C71 1.090
78 H 0.9460 1.7062 -0.5075  C74 1.090
79 H 1.4389 0.0981 -0.4928  C74 1.090
80 H 1.1042 0.8052 1.0940  C74 1.090
81 C 3.0022 -2.3431 2.7338  C82 1.507, H85 1.090, H86 1.090, H87 1.090
82 C 3.1272 -0.8455 2.6246  C81 1.507, O83 1.241, C84 1.527
83 O 3.7385 -0.3408 1.6693  C82 1.241
84 C 2.4821 0.0409 3.6870  C82 1.527, H88 1.090, H89 1.090, H90 1.090
85 H 3.0556 -2.7421 3.7468  C81 1.090
86 H 3.7779 -2.8722 2.1802  C81 1.090
87 H 2.0140 -2.5536 2.3248  C81 1.090
88 H 2.7657 1.0671 3.4533  C84 1.090
89 H 2.8379 -0.2282 4.6815  C84 1.090
90 H 1.4005 -0.0796 3.6258  C84 1.090
91 C 7.0766 -1.4037 0.2793  C92 1.552, H95 1.090, H96 1.090, H97 1.090
92 C 7.3572 -2.3572 -0.9125  C91 1.552, O93 1.237, C94 1.527
93 O 6.6271 -2.3470 -1.9104  C92 1.237
94 C 8.6144 -3.2233 -0.8639  C92 1.527, H98 1.090, H99 1.090, H100 1.090
95 H 7.7220 -0.5260 0.3123  C91 1.090
96 H 7.2386 -1.9288 1.2206  C91 1.090
97 H 6.0490 -1.1097 0.0658  C91 1.090
98 H 8.6784 -3.8621 -1.7448  C94 1.090
99 H 8.5164 -3.8919 -0.0086  C94 1.090
100 H 9.5178 -2.6228 -0.7580  C94 1.090
101 C 3.1720 -3.1752 -1.5829  C102 1.560, H105 1.090, H106 1.090, H107 1.090
102 C 1.6446 -3.4912 -1.6128  C101 1.560, O103 1.219, C104 1.496
103 O 1.0627 -3.8810 -0.6150  C102 1.219
104 C 0.9339 -3.1714 -2.8897  C102 1.496, H108 1.090, H109 1.090, H110 1.090
105 H 3.8209 -3.9367 -2.0154  C101 1.090
106 H 3.4621 -3.2438 -0.5344  C101 1.090
107 H 3.5203 -2.1650 -1.7983  C101 1.090
108 H 1.3841 -3.7152 -3.7202  C104 1.090
109 H 1.0058 -2.1072 -3.1141  C104 1.090
110 H -0.1353 -3.3582 -2.7893  C104 1.090
111 C -3.8418 -0.8029 -4.9837  C112 1.546, H115 1.090, H116 1.090, H117 1.090
112 C -2.6442 0.1701 -4.8922  C111 1.546, O113 1.254, C114 1.493
113 O -2.2365 0.8262 -5.8797  C112 1.254
114 C -1.9684 0.2738 -3.5652  C112 1.493, H118 1.090, H119 1.090, H120 1.090
115 H -3.7819 -1.5310 -5.7927  C111 1.090
116 H -4.8312 -0.3460 -5.0048  C111 1.090
117 H -3.9358 -1.3801 -4.0639  C111 1.090
118 H -1.3902 -0.5990 -3.2618  C114 1.090
119 H -2.7135 0.3997 -2.7796  C114 1.090
120 H -1.3896 1.1974 -3.5604  C114 1.090
121 C 3.5177 7.4897 -0.0331  C122 1.530, H125 1.090, H126 1.090, H127 1.090
122 C 4.1849 7.2156 -1.3828  C121 1.530, O123 1.218, C124 1.498
123 O 4.9972 8.0155 -1.8103  C122 1.218
124 C 3.6830 6.0910 -2.2361  C122 1.498, H128 1.090, H129 1.090, H130 1.090
125 H 3.5342 6.6876 0.7048  C121 1.090
126 H 2.4545 7.7296 -0.0398  C121 1.090
127 H 3.9458 8.4245 0.3287  C121 1.090
128 H 3.7225 5.1441 -1.6977  C124 1.090
129 H 4.2926 6.0070 -3.1358  C124 1.090
130 H 2.6422 6.2558 -2.5149  C124 1.090
131 C 0.7008 5.4050 2.3580  C132 1.499, H135 1.090, H136 1.090, H137 1.090
132 C 0.1516 5.0934 0.9981  C131 1.499, O133 1.215, C134 1.510
133 O 0.7496 5.4847 0.0157  C132 1.215
134 C -1.0587 4.1939 0.9221  C132 1.510, H138 1.090, H139 1.090, H140 1.090
135 H 1.7063 5.8252 2.3820  C131 1.090
136 H 0.7535 4.4420 2.8659  C131 1.090
137 H -0.0272 6.0185 2.8888  C131 1.090
138 H -1.1446 4.0013 -0.1473  C134 1.090
139 H -1.9483 4.7462 1.2249  C134 1.090
140 H -0.9652 3.2372 1.4359  C134 1.090
141 C -5.2703 -4.2539 5.2950  C142 1.541, H145 1.090, H146 1.090, H147 1.090
142 C -5.3649 -4.2241 3.7573  C141 1.541, O143 1.244, C144 1.510
143 O -6.1857 -3.4186 3.2840  C142 1.244
144 C -4.5620 -5.1847 2.9136  C142 1.510, H148 1.090, H149 1.090, H150 1.090
145 H -5.8129 -3.4022 5.7053  C141 1.090
146 H -4.2740 -3.9939 5.6528  C141 1.090
147 H -5.6068 -5.2089 5.6983  C141 1.090
148 H -4.3917 -4.6749 1.9654  C144 1.090
149 H -5.1132 -6.1251 2.9066  C144 1.090
150 H -3.5884 -5.2790 3.3946  C144 1.090
151 C -5.3256 1.6100 -0.0279  C152 1.514, H155 1.090, H156 1.090, H157 1.090
152 C -5.1442 1.2652 -1.4913  C151 1.514, O153 1.263, C154 1.507
153 O -4.9333 2.1515 -2.3655  C152 1.263
154 C -5.2318 -0.1917 -1.8676  C152 1.507, H158 1.090, H159 1.090, H160 1.090
155 H -4.9187 2.6189 0.0400  C151 1.090
156 H -4.8076 0.9229 0.6411  C151 1.090
157 H -6.4060 1.6936 0.0899  C151 1.090
158 H -5.8793 -0.7192 -1.1671  C154 1.090
159 H -4.2712 -0.7065 -1.8779  C154 1.090
160 H -5.7925 -0.2733 -2.7988  C154 1.090
161 C 7.1602 -1.1236 -4.9732  C162 1.532, H165 1.090, H166 1.090, H167 1.090
162 C 5.7083 -1.2324 -5.4484  C161 1.532, O163 1.218, C164 1.553
163 O 5.3518 -0.8817 -6.5594  C162 1.218
164 C 4.6559 -1.7063 -4.4100  C162 1.553, H168 1.090, H169 1.090, H170 1.090
165 H 7.8965 -1.0089 -5.7687  C161 1.090
166 H 7.4703 -2.0128 -4.4244  C161 1.090
167 H 7.1802 -0.2277 -4.3526  C161 1.090
168 H 5.0027 -1.4087 -3.4204  C164 1.090
169 H 4.4804 -2.7812 -4.4541  C164 1.090
170 H 3.6754 -1.2553 -4.5627  C164 1.090
171 C -2.1731 2.4445 5.5516  C172 1.470, H175 1.090, H176 1.090, H177 1.090
172 C -0.9084 2.1049 4.8837  C171 1.470, O173 1.236, C174 1.506
173 O -0.8435 1.2385 4.0047  C172 1.236
174 C 0.3130 2.8859 5.2901  C172 1.506, H178 1.090, H179 1.090, H180 1.090
175 H -2.1597 2.1305 6.5953  C171 1.090
176 H -3.0811 2.0466 5.0984  C171 1.090
177 H -2.3348 3.5186 5.4600  C171 1.090
178 H 1.1723 2.3281 4.9179  C174 1.090
179 H 0.3113 3.0120 6.3728  C174 1.090
180 H 0.2524 3.8220 4.7348  C174 1.090

Summary:
Energy relative to the best compared isomer or geometry (same formula, charge and spin)   2.127 eV
HOMO-LUMO gap   9.11 eV
Total energy   -3476.5477 hartree
Net charge   0